{"formula": "C6H34N2O9", "method": "wB97M-V/def2-TZVPD", "homo_lumo_gap_ha": 0.314, "smiles": "CCNCCNCC.O.O.O.O.O.O.O.O.O", "homo_ev": -8.4, "e_above_lowest_kj_mol": 558.8, "lumo_ev": 0.17, "elements": ["O", "O", "O", "O", "O", "O", "O", "O", "O", "N", "N", "C", "C", "C", "C", "C", "C", "H", "H", "H", "H", "H", "H", "H", "H", "H", "H", "H", "H", "H", "H", "H", "H", "H", "H", "H", "H", "H", "H", "H", "H", "H", "H", "H", "H", "H", "H", "H", "H", "H", "H"], "positions_angstrom": [[-1.690321, -1.789630, -3.173900], [-2.028203, -3.695048, -1.005449], [2.804839, -2.574782, -0.724282], [-2.509734, 1.299760, -1.458317], [0.047677, -1.679748, 0.741581], [-4.660924, -0.417495, -0.732987], [-3.445129, -1.709581, 1.203276], [0.259556, -2.270685, 3.439831], [4.425494, 0.158282, 0.976915], [0.619594, 1.350111, -0.779104], [1.730067, 2.811756, 1.758270], [0.624289, 0.471854, -2.052840], [1.076319, 1.792808, 2.625888], [-0.476495, 1.527205, 2.426894], [1.944333, 0.131617, -2.683669], [1.071276, 3.384032, 0.657478], [1.158612, 2.763106, -0.777632], [1.436701, 4.409753, 0.640298], [-0.453529, -1.644296, 3.747055], [2.937991, -3.216915, -1.365601], [-0.702611, -2.223674, 0.601907], [2.713708, 0.607789, -2.091895], [-2.406386, -2.800309, -1.002789], [-3.976985, -1.675602, 1.918191], [-3.606513, -1.260245, 0.362239], [-0.528119, 0.748443, 1.686728], [3.797461, -0.438506, 0.536482], [-4.552871, -0.488257, -1.730957], [-1.963554, -3.910947, -0.097608], [0.165746, -1.437989, 1.609336], [-2.486055, 0.879418, -2.339595], [2.325232, -0.822439, -2.397917], [1.164671, 2.042049, 3.767869], [2.152535, 2.676742, -1.151621], [-0.045814, 3.272617, 0.680473], [2.663129, 2.414403, 1.456248], [0.130019, -3.168158, 3.474272], [4.171504, 0.032589, 1.861203], [-1.080974, 2.336878, 2.317044], [-4.658096, 0.582141, -0.784991], [-1.688972, -1.950028, -4.158259], [0.467563, 3.332753, -1.490031], [0.958021, 0.843264, 0.068118], [-1.186239, -2.515486, -2.720706], [-1.622882, 1.600213, -1.277882], [1.574621, 0.737129, 2.591158], [0.026798, 0.973074, -2.744824], [0.058217, -0.390810, -1.547861], [1.876825, -2.424305, -0.472387], [2.311866, 0.363155, -3.684777], [-0.924253, 0.961985, 3.299113]], "forces_ev_per_angstrom": [[0.378, -0.699, -0.855], [0.033, 0.935, -1.413], [-0.149, 2.433, 2.362], [-1.033, -0.297, -0.896], [1.325, 0.189, -4.116], [-0.249, 2.040, -3.009], [4.671, -1.570, -3.070], [0.466, 5.125, 0.072], [-0.259, -0.101, -1.839], [0.048, 0.334, 0.173], [1.793, -2.986, 1.154], [-0.315, -0.356, 3.632], [-0.704, -1.092, 2.273], [2.661, -3.444, 1.582], [2.113, 0.114, 1.186], [-2.113, 0.013, -2.392], [-0.996, -1.619, -0.475], [-0.635, 0.327, -0.559], [0.835, -2.036, -0.251], [-0.250, -1.813, -1.720], [-1.132, -0.497, 0.358], [0.286, 1.074, 0.341], [-0.099, -0.383, -0.064], [-3.200, 0.817, 2.651], [-1.245, 0.614, 0.761], [-0.706, 0.385, -1.076], [0.400, 0.097, -0.355], [-0.123, -0.848, 1.647], [-0.048, -0.520, 1.509], [0.060, 0.210, 3.300], [0.297, 0.263, 0.710], [-0.443, -1.453, -0.388], [0.283, 0.103, -2.047], [1.085, 0.687, -0.504], [0.842, 0.891, 1.155], [-1.358, 0.774, 0.551], [-1.356, -2.946, 0.489], [-0.218, -0.061, 2.142], [-1.513, 2.333, -0.829], [0.265, -1.241, 1.076], [0.204, -0.068, 1.789], [1.219, -0.360, 0.929], [-0.263, 0.330, -1.324], [-0.674, 0.776, -0.958], [0.942, -0.021, 0.292], [-0.594, 1.760, -0.330], [-1.363, 0.687, -1.080], [0.866, 0.789, -1.643], [0.244, -0.501, -0.384], [-1.154, 0.042, -0.282], [0.878, 0.768, -0.276]], "lowdin_charge": [-0.0944, -0.0360, -0.0302, -0.0630, -0.0005, -0.0968, -0.0254, -0.0293, -0.0386, -0.0926, -0.0817, -0.2418, -0.2502, -0.0952, -0.0922, -0.2636, -0.1925, 0.1067, 0.0877, 0.0000, 0.0003, 0.0584, 0.0257, -0.0288, -0.0069, 0.0290, 0.0236, 0.0844, 0.0132, -0.0477, 0.0406, 0.0302, 0.1125, 0.0775, 0.1123, 0.1243, 0.0004, -0.0028, 0.0255, 0.0753, 0.0706, 0.1310, 0.0835, 0.0411, -0.0087, 0.1076, 0.0675, 0.1084, 0.0220, 0.0775, 0.0823]}

{"formula": "C9H14F6N3O5RbS2", "method": "wB97M-V/def2-TZVPD", "homo_lumo_gap_ha": 0.280, "homo_ev": -8.9, "lumo_ev": -1.29, "elements": ["Rb", "S", "S", "F", "F", "F", "F", "F", "F", "O", "O", "O", "O", "O", "N", "N", "N", "C", "C", "C", "C", "C", "C", "C", "C", "C", "H", "H", "H", "H", "H", "H", "H", "H", "H", "H", "H", "H", "H", "H"], "positions_angstrom": [[-2.661054, 0.632626, -2.656885], [-3.950564, 0.170486, 2.425455], [-4.151094, -2.057154, 1.454555], [-5.194784, -2.674334, -1.042015], [-2.864094, 2.358746, 1.408375], [-3.007304, -2.439474, -1.006245], [-4.912323, 2.102616, 0.808285], [-4.466974, 2.726406, 2.867515], [-4.045964, -4.353834, -0.270055], [-5.618714, -2.187494, 1.732335], [-2.729694, 0.234206, 3.259875], [1.435016, 1.796206, -4.455695], [-5.155684, -0.155954, 3.201875], [-3.245093, -2.718394, 2.370775], [1.033966, -0.360154, 0.667625], [3.100976, 3.311636, -4.485435], [-3.721674, -0.656684, 0.961595], [4.246166, 3.970666, -5.048335], [2.358596, 2.388846, -5.074365], [1.830316, -3.111904, 2.708525], [-4.040074, -2.999134, -0.327295], [-4.085914, 1.939976, 1.848185], [1.481426, -0.947664, 1.576615], [2.035536, -1.655294, 2.724085], [2.534356, -3.772404, 3.902125], [3.043546, 3.632086, -3.070615], [5.118196, 3.371856, -4.785485], [4.164896, 5.008736, -4.725955], [4.159477, 3.962966, -6.134855], [3.606167, -3.844604, 3.717445], [3.087416, -1.399094, 2.850645], [2.136186, -4.749244, 4.176645], [2.001416, 3.540656, -2.764515], [1.639776, -1.092284, 3.569355], [3.193436, 4.690296, -2.856575], [2.250656, -3.372594, 1.737215], [2.480536, -3.167734, 4.807435], [0.752387, -3.254514, 2.632225], [2.560706, 2.280466, -6.151215], [3.599836, 2.850446, -2.553225]], "forces_ev_per_angstrom": [[0.106, -0.227, 0.480], [1.298, 0.556, 3.356], [-4.318, -5.354, -0.638], [1.631, -0.243, 0.703], [-0.693, -0.230, 0.401], [-0.102, -1.175, -0.248], [-0.266, -0.033, 0.277], [0.211, -0.675, -0.828], [0.927, 1.727, -0.166], [3.465, -0.211, -0.989], [-1.759, 0.004, -2.076], [1.597, 0.676, -1.584], [1.681, 1.164, -1.907], [-0.348, 0.429, -0.876], [1.001, -1.413, 2.024], [0.768, 1.410, 0.673], [-0.134, 2.754, 1.909], [-0.538, -0.538, -1.494], [-2.505, -0.780, 1.558], [-0.280, -0.581, -0.102], [-2.098, 1.074, 0.998], [0.684, 0.416, -0.339], [-0.863, 1.456, -2.486], [0.518, 2.569, 0.734], [-0.033, 0.049, -0.048], [-2.297, -1.060, 0.127], [0.493, 0.798, 0.230], [0.886, -0.143, 0.010], [0.135, 0.005, -0.135], [0.019, -0.255, -0.190], [0.340, -0.063, -0.569], [0.081, -0.023, -0.290], [-0.082, -0.540, 0.127], [-0.569, -0.470, 0.429], [1.042, -0.288, -0.164], [0.028, -0.872, 0.114], [-0.374, 0.209, -0.021], [0.009, -0.558, 0.304], [0.002, -0.251, 0.119], [0.337, 0.685, 0.575]], "lowdin_charge": [0.8696, 0.6707, 0.5658, 0.0468, 0.0891, 0.0455, 0.1143, 0.1397, 0.1170, -0.3381, -0.3130, -0.0523, -0.2933, -0.2993, 0.1336, -0.2163, -0.3125, -0.0585, -0.3144, -0.2601, -0.5258, -0.6367, -0.2093, -0.2482, -0.0901, -0.0390, 0.1009, 0.0922, 0.0874, 0.0726, 0.1254, 0.0719, 0.0843, 0.1294, 0.0941, 0.1147, 0.0720, 0.1214, 0.1390, 0.1095]}